2 unconnected molecules or ions with the total composition C4H8NO at a distorted geometry. Source: OMol25; level of theory: the ωB97M-V functional and the def2-TZVPD basis.

Positions of all 14 atoms, in Å:
C (2.144, 1.463, 0.859)
C (-1.803, -1.130, -0.216)
C (-1.756, 0.038, 0.439)
C (0.823, 0.129, -0.749)
N (1.438, 0.787, 0.061)
O (1.199, -1.091, -1.146)
H (2.210, 1.096, 1.883)
H (-2.338, -1.168, -1.219)
H (-1.306, -1.903, 0.275)
H (2.888, 2.116, 0.461)
H (-1.342, 0.047, 1.443)
H (-2.357, 0.823, 0.059)
H (-0.239, 0.496, -0.825)
H (0.438, -1.705, -1.324)

Its HOMO-LUMO gap is 0.336 Ha. Its total energy is -7804.9144 eV. As for the multiplicity: 1. The value obtained for the largest force on an atom is 5.16 eV/Å. For the energy above the lowest of the compared OMol25 structures with the same formula, charge and spin, the calculation gives 73.5 kcal per mole. Its net charge is +1.

The molecule's Mulliken atomic charges, reported in e, are given here: -0.15, -0.82, -0.73, -0.03, 0.12, -0.44, 0.28, 0.30, 0.54, 0.30, 0.34, 0.40, 0.52, 0.38